Formula: C27H46BMnN7O3
Source: OMol25
Level of theory: ωB97M-V/def2-TZVPD

Properties
* ΔE to the lowest compared entry with this formula, charge and spin: 0.000 eV
* multiplicity: 6
* highest occupied orbital energy (spin up / spin down): -8.87 / -8.86 eV
* LUMO (spin up / spin down): 0.635 / 0.627 eV
* net charge: 0
* frontier orbital gap (spin up / spin down): 9.5 / 9.5 eV

Last column: Löwdin charge in e.
Positions of all 85 atoms, in Å:
C1 2.69 -1.02 1.41  -0.192
H1 -2.92 3.63 -0.08  0.094
H2 -2.08 5.16 0.26  0.087
C2 -0.78 -3.46 -1.11  -0.368
H3 2.25 3.50 1.34  0.079
H4 2.49 3.63 -0.42  0.045
C3 3.73 -0.11 1.39  0.039
H5 2.08 -3.43 3.82  0.084
N1 1.97 0.83 0.43  0.042
H6 -3.10 1.07 -3.54  0.082
H7 2.91 -3.44 0.14  0.087
C4 -2.31 1.20 2.59  0.020
H8 -4.04 -1.41 1.34  0.088
C5 -0.94 0.89 -3.82  -0.370
H9 -2.27 -5.01 -0.87  0.083
N2 -0.26 -1.00 -0.83  0.060
C6 0.22 -4.34 -1.88  -0.053
H10 4.72 -0.26 1.80  0.118
H11 0.06 -1.98 1.17  0.078
C7 -1.91 -2.70 2.54  -0.064
H12 4.60 2.47 1.44  0.135
H13 0.19 -5.36 -1.51  0.083
H14 -1.40 -2.09 -3.67  0.119
C8 -2.20 -3.99 -1.27  -0.058
Mn1 0.50 1.94 -0.71  0.953
H15 4.20 2.17 -1.57  0.067
H16 1.09 0.64 -4.57  0.074
H17 -2.51 -3.45 3.04  0.086
C9 3.00 3.55 0.54  -0.064
C10 -3.96 -1.32 2.43  -0.063
H18 -2.49 -4.02 -2.32  0.080
H19 5.54 1.48 -0.63  0.079
C11 -2.78 4.11 2.67  -0.082
C12 -1.02 -1.53 -2.83  0.046
H20 -3.76 3.70 2.40  0.086
H21 1.24 -3.96 -1.76  0.074
H22 -2.62 -0.06 -4.82  0.077
C13 -0.77 -0.16 -2.76  -0.253
C14 3.23 1.04 0.79  -0.254
C15 -1.59 2.09 1.81  -0.256
H23 3.56 4.48 0.67  0.087
C16 -1.70 3.59 1.72  -0.361
H24 0.94 -2.21 3.21  0.047
H25 -2.46 -1.20 3.94  0.139
H26 -1.95 -2.91 1.47  0.062
C17 -2.38 0.89 -4.35  -0.060
C18 -0.69 -2.03 -1.58  -0.188
H27 -2.50 1.68 -5.09  0.081
H28 -4.49 -2.17 2.87  0.079
N3 1.62 -0.43 0.82  0.067
H29 3.82 -2.49 2.28  0.129
H30 -0.01 -4.34 -2.94  0.082
N4 -0.71 1.41 1.08  0.037
H31 -3.11 1.43 3.29  0.113
C19 3.94 2.35 0.57  -0.354
N5 1.39 3.26 -2.83  -0.549
H32 -0.75 1.86 -3.35  0.108
B1 0.14 -0.91 0.68  -0.454
C20 -1.99 4.07 0.29  -0.054
N6 -0.84 0.09 1.38  0.068
C21 2.00 -2.44 3.36  -0.045
C22 0.07 0.70 -4.96  -0.055
H33 5.38 3.24 -0.79  0.082
H34 -1.21 3.82 -0.41  0.024
C23 -1.83 -0.07 2.29  -0.164
O1 0.52 3.70 -1.98  -0.138
H35 -0.15 -0.23 -5.50  0.081
H36 2.40 -1.70 4.07  0.087
H37 -2.84 5.20 2.61  0.079
H38 -4.48 -0.41 2.72  0.070
H39 -2.57 3.83 3.70  0.081
C24 4.82 2.30 -0.68  -0.052
H40 1.34 -3.63 0.94  0.050
H41 0.01 1.53 -5.66  0.083
O2 1.91 2.15 -2.55  -0.070
C25 -2.49 -1.32 2.85  -0.329
C26 2.77 -2.39 2.04  -0.347
H42 -0.88 -2.82 2.87  0.052
N7 -0.31 0.15 -1.55  0.041
H43 -0.52 -3.49 -0.06  0.084
H44 -2.92 -3.37 -0.74  0.074
H45 2.75 -4.49 1.56  0.083
C27 2.42 -3.55 1.11  -0.050
H46 -0.74 4.01 2.03  0.136
O3 1.69 3.91 -3.80  0.092


Formula: C27H46BrCaNOP2
Source: OMol25
Level of theory: ωB97M-V/def2-TZVPD

Properties
* multiplicity: 1
* highest occupied orbital energy: -12.19 eV
* LUMO: -6.296 eV
* net charge: +2
* frontier orbital gap: 5.9 eV

Last column: Löwdin charge in e.
Positions of all 79 atoms, in Å:
H1 -1.92 0.71 5.41  0.076
C1 3.85 -6.01 1.13  -0.118
H2 -0.76 -0.23 4.43  0.067
C2 -0.83 1.27 1.56  -0.803
H3 -1.48 3.92 1.25  0.077
H4 -0.22 0.54 5.94  0.098
H5 0.22 1.37 -1.66  -0.009
C3 -0.87 0.66 5.07  -0.117
C4 -1.66 -2.55 -0.98  -0.185
H6 1.07 3.81 -2.15  0.079
H7 4.67 -2.27 1.35  0.105
H8 2.48 1.23 0.37  0.136
C5 -3.28 1.70 3.13  -0.326
H9 2.04 -5.51 0.05  0.106
H10 3.42 -0.96 0.34  0.128
H11 6.14 -4.00 2.32  0.115
C6 0.24 -0.99 1.67  -0.037
C7 -2.76 -2.40 -1.99  -0.071
C8 5.24 -4.30 1.80  -0.120
C9 -0.48 1.93 4.32  -0.294
H12 -0.94 -0.64 -1.17  0.007
P1 -1.58 2.29 2.93  1.009
H13 -2.41 -2.65 -3.01  0.087
H14 0.83 4.15 2.33  0.068
C10 -4.30 2.77 3.52  -0.114
H15 1.82 -2.62 -5.57  0.086
H16 -3.58 -3.08 -1.75  0.099
H17 -2.96 1.44 -4.89  0.079
P2 0.57 0.57 -3.94  0.973
H18 0.59 2.77 0.78  0.096
H19 0.23 -2.05 1.95  0.141
H20 -2.23 4.55 2.72  0.100
C11 -0.81 -0.17 1.96  -0.180
C12 4.40 -3.33 1.24  -0.017
H21 0.52 1.82 3.87  0.108
O1 -0.55 -1.54 -1.30  -0.308
H22 -3.30 0.88 3.87  0.094
H23 -3.16 -1.39 -2.00  0.078
H24 -1.17 -3.52 -1.02  0.117
H25 1.22 -3.16 -0.10  0.087
H26 0.06 4.77 3.80  0.080
H27 -1.57 -0.57 -3.85  0.062
H28 -3.55 1.25 2.15  0.056
C13 -1.37 3.98 2.35  -0.321
C14 0.63 3.12 -2.89  -0.134
C15 2.94 -5.12 0.53  -0.014
H29 -1.72 -0.59 2.37  0.112
H30 2.00 -0.98 -6.20  0.088
H31 0.47 -1.84 -3.67  0.044
C16 -0.06 4.67 2.72  -0.110
H32 1.95 1.53 -2.18  0.074
H33 -1.98 -2.35 0.05  0.117
C17 0.89 1.64 -2.49  -0.463
C18 1.38 -0.52 0.96  -0.279
H34 -5.27 2.29 3.69  0.092
C19 3.22 -3.74 0.59  -0.243
H35 -1.40 2.20 -5.27  0.067
C20 1.15 -1.13 -4.19  -0.569
H36 -0.07 5.69 2.28  0.097
C21 1.35 -1.63 -5.62  -0.115
H37 -1.84 0.63 -5.98  0.076
C22 -1.26 0.50 -3.88  -0.415
H38 -0.45 3.35 -2.96  0.078
H39 -4.43 3.51 2.73  0.081
C23 -1.90 1.23 -5.07  -0.147
C24 1.52 0.88 0.81  -0.070
C25 2.22 -2.78 0.17  -0.257
Br1 -1.99 1.42 -0.06  0.847
N1 4.97 -5.60 1.72  0.065
H40 0.41 -1.76 -6.18  0.090
H41 -0.46 2.82 4.96  0.105
C26 2.40 -1.40 0.41  -0.254
H42 1.08 3.36 -3.87  0.078
H43 2.18 -1.10 -3.75  0.040
Ca1 1.65 -1.60 -1.71  1.469
C27 0.51 1.74 1.10  -0.179
H44 -1.60 0.96 -2.91  0.036
H45 3.66 -7.08 1.11  0.113
H46 -4.00 3.28 4.44  0.087


Formula: C27H46BrN3OP2Sn
Source: OMol25
Level of theory: ωB97M-V/def2-TZVPD

Properties
* ΔE to the lowest compared entry with this formula, charge and spin: 0.000 eV
* multiplicity: 1
* highest occupied orbital energy (spin up / spin down): -17.89 / -17.81 eV
* LUMO (spin up / spin down): -13.529 / -13.532 eV
* net charge: +4
* frontier orbital gap (spin up / spin down): 4.4 / 4.3 eV

Last column: Löwdin charge in e.
Positions of all 81 atoms, in Å:
H1 -1.19 -3.49 -4.41  0.094
C1 -6.09 5.63 -4.48  -0.075
H2 -4.04 -1.45 -1.20  0.106
H3 -3.98 2.76 -5.85  0.106
H4 -0.37 -1.91 -4.31  0.064
C2 -4.07 4.28 -4.26  -0.215
H5 4.94 -2.78 -2.71  0.082
C3 4.93 2.60 -0.95  -0.129
H6 -0.21 -4.15 0.61  0.093
C4 -3.32 -2.18 -0.81  -0.089
N1 -1.15 2.09 3.67  0.013
H7 -2.81 -1.72 0.04  0.065
H8 -2.58 -5.30 -0.99  0.092
Br1 0.41 -1.38 -0.10  1.167
C5 -2.04 -5.16 -0.05  -0.088
H9 -3.07 3.86 -2.41  0.110
C6 -0.22 -2.99 -4.24  -0.093
H10 -3.88 -3.05 -0.45  0.089
H11 3.12 -0.89 0.45  0.030
C7 -2.90 3.83 -3.50  -0.230
H12 -2.25 -1.77 -2.67  0.100
H13 -0.02 1.11 -4.48  0.134
H14 6.00 -1.50 -3.32  0.091
C8 -2.04 2.73 -4.01  -0.457
H15 0.47 -3.29 -5.04  0.112
C9 5.06 -1.54 1.22  -0.115
H16 0.02 3.71 3.21  0.086
N2 -1.49 0.20 2.41  0.126
H17 4.60 -2.21 1.95  0.091
C10 -1.47 0.59 -0.93  -0.094
C11 4.96 -1.86 -3.30  -0.121
H18 3.89 -2.22 -0.46  0.081
C12 -2.36 -2.59 -1.94  -0.316
H19 4.53 3.56 -0.61  0.091
C13 -4.50 3.62 -5.44  0.005
P1 4.66 -0.07 -1.20  1.219
H20 -1.83 1.66 4.28  0.144
H21 4.69 -2.12 -4.33  0.092
C14 -5.67 4.04 -6.08  -0.088
H22 -1.89 0.45 0.05  0.089
C15 -0.80 1.41 2.53  -0.602
C16 -2.07 1.50 -1.80  0.035
C17 3.85 1.50 -0.84  -0.361
H23 0.02 -5.24 -0.75  0.116
C18 0.37 -3.41 -2.88  -0.323
N3 -6.45 5.02 -5.61  0.118
C19 -0.68 -4.52 -0.31  -0.342
H24 -2.16 2.40 -5.04  0.117
H25 3.04 1.62 -1.56  0.083
H26 5.35 -0.63 1.74  0.088
C20 -0.37 0.99 -3.45  -0.050
H27 0.59 -4.49 -2.88  0.123
C21 -1.50 1.73 -3.06  -0.304
C22 4.08 -1.28 0.07  -0.383
H28 -4.74 5.81 -2.83  0.126
Sn1 -0.55 4.25 -3.77  1.449
C23 -0.58 3.35 4.04  -0.054
H29 -6.76 6.42 -4.13  0.133
H30 -1.88 -6.13 0.41  0.114
H31 -2.79 -3.43 -2.52  0.134
O1 -0.03 1.84 1.68  0.003
H32 5.27 2.72 -1.99  0.086
H33 -1.88 -0.16 3.28  0.112
P2 -0.72 -3.15 -1.47  1.016
C24 0.22 0.08 -2.58  -0.113
C25 -0.35 -0.13 -1.32  -0.577
H34 1.11 -0.47 -2.89  0.084
C26 -4.93 5.30 -3.77  0.021
H35 -1.03 -0.48 1.82  -0.001
H36 0.05 3.25 4.93  0.100
H37 -2.65 -4.56 0.62  0.089
H38 -2.99 2.03 -1.52  0.145
H39 3.44 1.44 0.18  0.102
H40 3.87 0.02 -3.45  0.099
H41 3.02 -1.25 -2.50  0.045
H42 -6.00 3.56 -7.00  0.131
H43 5.82 2.37 -0.35  0.088
H44 -1.37 4.07 4.26  0.099
H45 1.32 -2.89 -2.68  0.078
C27 4.00 -0.80 -2.74  -0.383
H46 5.97 -2.04 0.87  0.093


no.,molecular weight (g mol⁻¹)
1,582.461
2,582.601
3,689.248